[1]
Here is C39H55N8S2SbSeSi3TeV as an isolated structure from the Open Molecules 2025 dataset. Energies are from the ωB97M-V functional and the def2-TZVPD basis.

## Properties
<S²>: 2.458
Spin multiplicity: 3
Charge: +1
HOMO level (alpha / beta) (eV): -9.164 / -9.214

```
111
Properties=species:S:1:pos:R:3:forces:R:3
V 10.46855 12.43151 12.99236 -0.277 0.114 -0.547
C 7.89606 14.28555 16.41248 0.545 0.098 0.098
N 7.72089 14.51492 14.98704 0.519 -0.124 -0.335
C 6.51102 14.55229 14.31811 0.550 0.086 -0.664
C 6.79582 14.63561 12.99864 0.007 0.277 -0.052
N 8.19344 14.66303 12.86925 -0.846 0.019 0.523
C 8.75607 14.53575 14.11275 -0.174 0.129 0.242
S 10.42228 14.36396 14.51348 -0.549 0.355 -0.244
C 8.93590 14.83001 11.67428 0.501 0.402 0.129
C 8.87234 15.97968 10.89925 -1.154 0.291 0.690
C 9.71847 16.17050 9.82974 0.261 -0.435 0.226
C 10.61897 15.14412 9.61475 0.370 0.441 -1.227
C 10.58747 14.01555 10.37244 0.518 -0.673 0.224
N 9.80333 13.86733 11.42388 -0.393 -0.472 0.709
H 6.93545 14.37408 16.89331 -0.265 0.091 0.139
H 8.60054 15.02157 16.82757 -0.299 -0.264 -0.159
H 8.28783 13.27902 16.57267 0.006 0.096 -0.034
H 5.56456 14.52392 14.82624 0.017 -0.049 0.026
H 6.14117 14.68095 12.13923 0.175 0.013 0.148
H 8.14418 16.71804 11.18804 -0.114 0.248 -0.020
H 9.70123 17.06953 9.22067 -0.032 -0.160 0.172
H 11.36100 15.16653 8.83609 0.032 0.210 -0.297
H 11.23909 13.18295 10.16764 0.234 -0.052 -0.068
Se 8.75347 11.12184 14.15744 -0.305 -0.045 0.148
C 9.09735 10.55811 15.94671 -0.368 -0.324 0.264
C 10.22452 9.83539 16.33253 0.083 -0.164 -0.046
C 10.27467 9.25123 17.59403 0.051 0.008 0.091
C 9.19580 9.37474 18.47109 0.497 -0.434 0.017
C 8.04779 10.03384 18.06910 0.149 0.309 0.125
C 8.00995 10.64542 16.82586 0.321 -0.068 -0.081
H 11.06287 9.68882 15.64917 -0.215 0.155 0.144
H 11.15993 8.67930 17.89261 -0.405 0.279 -0.164
H 9.27498 8.91824 19.45247 -0.131 0.066 -0.073
H 7.19307 10.10289 18.73027 0.016 -0.007 0.003
H 7.12286 11.17843 16.51820 -0.138 -0.007 -0.096
Te 12.29508 10.70139 13.11186 1.006 -0.669 0.065
C 13.53638 11.93699 11.96421 0.250 0.106 0.124
C 14.42328 11.52595 11.00798 -0.076 -0.132 -0.176
C 15.11457 12.59660 10.38545 -0.222 0.130 0.130
C 14.75146 13.81158 10.87650 -0.054 -0.105 0.088
S 13.59775 13.65989 12.13564 -0.106 -0.154 -0.132
H 14.56350 10.48927 10.72770 -0.036 0.033 0.096
H 15.83418 12.47980 9.60016 0.259 -0.089 -0.200
H 15.14101 14.76759 10.58328 0.005 0.217 0.004
C 6.50949 9.59712 9.44781 0.034 0.247 -0.246
Si 7.30815 10.98553 10.42696 -1.130 0.126 -0.578
C 6.09647 11.32481 11.84193 0.459 -0.175 -0.059
C 7.34668 12.53956 9.34103 -0.307 -0.255 0.242
Sb 9.67683 10.43601 11.07651 0.429 0.491 0.149
Si 11.02034 10.04504 8.93747 0.435 -0.448 -0.537
C 11.93815 11.53839 8.26187 -0.438 0.373 0.139
C 12.33619 8.73009 9.31232 -0.209 0.507 0.629
C 9.79875 9.43942 7.64594 0.133 0.093 -0.145
Si 9.48483 8.06647 11.94931 -0.305 -1.283 0.369
C 10.93151 7.39291 12.97010 -0.336 0.125 -0.359
C 7.90058 7.87990 12.95385 0.435 0.169 0.212
C 9.29746 6.86874 10.49930 -0.100 0.258 0.023
H 5.47952 9.90471 9.25447 -0.060 0.073 -0.128
H 6.43378 8.68158 10.01332 0.091 -0.364 0.334
H 6.98247 9.35889 8.49551 0.024 0.092 -0.009
H 5.36736 12.07798 11.54408 -0.028 0.052 -0.105
H 6.60117 11.64120 12.74221 0.053 0.333 0.242
H 5.55673 10.42536 12.13088 -0.062 -0.176 -0.150
H 6.30471 12.77649 9.10356 -0.019 0.067 0.083
H 7.83513 12.39868 8.38322 0.326 -0.044 -0.103
H 7.77977 13.39439 9.86039 0.007 0.015 -0.125
H 12.63700 11.99416 8.97207 -0.010 -0.176 -0.124
H 11.22191 12.30514 7.94814 0.044 0.031 0.001
H 12.48077 11.24225 7.36163 0.092 -0.090 0.065
H 12.63394 8.78662 10.37650 -0.002 -0.044 -0.436
H 13.21857 8.88316 8.69032 0.019 0.071 -0.009
H 11.96566 7.73380 9.12660 -0.113 -0.347 -0.057
H 9.10050 10.22053 7.34624 0.012 0.164 -0.014
H 9.19434 8.62142 8.01951 -0.046 -0.263 0.153
H 10.30332 9.08635 6.74086 0.056 0.056 0.073
H 11.08660 7.95010 13.88524 0.191 0.206 0.169
H 11.85111 7.33303 12.38477 0.026 0.114 0.142
H 10.66721 6.37577 13.27750 -0.118 0.010 -0.135
H 8.01691 8.25588 13.97751 -0.049 -0.045 -0.249
H 7.67500 6.81415 13.00242 -0.040 -0.105 -0.019
H 7.05810 8.38719 12.49486 -0.177 0.098 -0.047
H 10.16242 6.83750 9.84647 0.189 -0.051 -0.062
H 8.43284 7.08201 9.87459 -0.155 0.136 -0.045
H 9.13967 5.86687 10.90488 0.091 -0.014 0.084
C 11.32238 12.75958 17.46210 -0.177 0.002 0.276
C 12.64514 12.79146 16.80916 0.334 0.183 -0.448
N 12.87946 12.81690 15.52206 0.438 0.245 -0.369
C 14.26384 12.82302 15.36832 -0.388 -0.009 0.323
C 14.84140 12.81051 16.59077 0.806 0.025 -0.022
N 13.82102 12.80830 17.50121 -0.124 -0.003 0.688
C 13.98525 12.61464 18.92340 -0.118 -0.236 0.057
N 13.56310 11.27001 19.28631 0.323 0.174 -0.042
N 12.65371 11.11144 20.27849 0.140 0.572 -0.196
N 12.38038 9.88341 20.41236 -0.158 -0.487 0.198
C 13.11395 9.17266 19.49354 0.217 -0.595 -0.006
C 13.18397 7.78820 19.26230 0.024 0.484 0.001
C 13.99503 7.37584 18.24217 0.424 -0.507 -0.253
C 14.75435 8.28241 17.46094 -0.479 -0.418 0.318
C 14.71428 9.62192 17.70518 0.316 0.755 -0.284
C 13.88679 10.05045 18.74242 -0.458 0.453 0.513
H 10.53725 12.70180 16.71717 0.102 0.044 -0.088
H 11.16365 13.64866 18.07562 -0.009 0.016 0.060
H 11.23898 11.88077 18.09500 -0.099 -0.068 0.204
H 14.77385 12.83514 14.41797 -0.220 0.001 0.037
H 15.88152 12.78584 16.90502 -0.318 0.084 -0.111
H 13.34694 13.28815 19.51711 0.324 -0.195 -0.269
H 15.04867 12.78475 19.15557 -0.428 -0.086 0.032
H 12.63026 7.09531 19.86725 -0.175 -0.167 0.149
H 14.11276 6.31230 18.04397 -0.135 0.192 -0.001
H 15.35395 7.89887 16.65711 0.227 -0.087 -0.170
H 15.28773 10.32936 17.11654 -0.048 -0.148 0.022
```
Positions in Å, forces in eV/Å.

[2]
Here is C39H56ClF7O26P2 as an isolated structure from the Open Molecules 2025 dataset. Energies are from the ωB97M-V functional and the def2-TZVPD basis.

## Properties
Charge: 0
HOMO level (eV): -9.971

```
131
Properties=species:S:1:pos:R:3:forces:R:3
C 9.00183 -0.57225 2.29800 0.184 -0.003 0.419
C 8.25564 0.22035 1.81653 -0.384 0.171 -0.271
O 7.38191 1.04007 1.25352 -0.007 -0.062 -0.017
P 5.84699 0.51169 1.10076 -1.178 -0.826 0.687
O 5.55708 -0.71409 1.83353 0.254 0.177 -0.235
O 4.94344 1.71447 1.52030 0.881 -0.045 -0.318
C 5.26561 3.00061 0.92835 -0.507 0.717 -0.453
C 4.06759 3.58102 0.14016 0.034 -0.614 0.272
C 2.86115 2.63501 -0.02041 -0.026 0.678 -0.046
C 1.60760 3.44408 -0.39628 -0.218 -0.302 -0.053
C 0.59827 2.66366 -1.25793 0.215 0.224 0.223
C -0.42869 1.88920 -0.40682 -0.510 0.047 -0.419
C -1.88993 2.29850 -0.74269 0.337 -0.409 0.587
C -2.83936 2.36596 0.46507 0.278 -0.061 -0.342
C -3.19518 1.01683 1.11796 -0.182 0.359 -0.634
C -4.62606 1.01683 1.69339 0.085 -0.040 0.382
C -4.83774 1.13579 3.23000 -0.163 0.189 -0.226
C -3.64098 0.99662 4.15909 0.306 -0.161 -0.269
C -2.95121 -0.38881 4.27669 -0.393 0.356 0.261
C -3.79537 -1.61783 3.92035 0.277 -0.313 -0.026
C -3.56415 -2.28412 2.55560 0.029 -0.203 0.103
C -2.09822 -2.45630 2.12802 -0.284 -0.122 -0.179
O 5.63204 0.36197 -0.49173 0.656 0.250 -0.010
P 6.93663 -0.05453 -1.44543 0.584 -0.033 -0.172
O 6.65460 -1.61687 -1.69425 -0.388 0.240 0.152
Cl 6.32340 0.79324 -3.25911 -0.371 0.053 0.309
H 9.61214 -1.20201 2.90009 0.085 -0.035 -0.219
H 5.55675 3.67038 1.73103 -0.005 -0.131 0.230
H 6.13033 2.90476 0.27447 0.045 -0.117 -0.036
H 4.43712 3.85296 -0.84662 -0.104 0.196 -0.097
H 3.71768 4.48581 0.63239 0.063 0.106 0.065
H 3.06313 1.90319 -0.80219 0.066 -0.166 0.045
H 2.67303 2.11721 0.91397 0.017 -0.255 0.031
H 1.89206 4.38383 -0.87153 0.087 -0.032 -0.237
H 1.07631 3.71868 0.51662 0.159 0.242 0.134
H 0.05879 3.37728 -1.88264 -0.024 0.034 -0.027
H 1.13911 2.01168 -1.94410 -0.120 0.019 0.087
H -0.33622 0.81552 -0.57230 0.150 -0.064 0.080
H -0.25399 2.05847 0.65686 0.115 0.061 0.081
H -2.27734 1.57108 -1.45715 -0.191 0.085 -0.191
H -1.88108 3.27237 -1.23283 -0.058 0.058 0.001
H -2.39654 3.04012 1.20062 -0.093 0.126 0.133
H -3.75924 2.82894 0.10307 -0.072 0.057 0.112
H -2.42222 0.73749 1.82631 0.001 -0.094 0.258
H -3.15419 0.27107 0.32079 0.010 -0.152 -0.022
H -5.14481 1.86383 1.24615 -0.112 -0.024 -0.065
H -5.16781 0.14519 1.33084 0.080 -0.165 0.024
H -5.26213 2.12250 3.41248 0.013 0.085 0.113
H -5.62589 0.44207 3.52497 -0.025 -0.048 0.016
H -2.89141 1.72832 3.85047 0.101 0.042 0.071
H -3.94483 1.30285 5.15973 -0.184 0.056 0.038
H -2.01148 -0.35989 3.73210 0.057 -0.172 -0.182
H -2.66992 -0.49207 5.32676 0.159 0.009 -0.036
H -3.59307 -2.38852 4.66672 0.049 -0.017 0.096
H -4.85880 -1.40323 4.01560 -0.053 0.062 0.073
H -4.12952 -1.78348 1.77296 0.057 0.175 -0.067
H -3.99379 -3.28432 2.62529 -0.205 0.006 -0.008
H -1.39151 -2.21386 2.91663 0.063 0.079 0.108
H -1.88343 -1.84596 1.25738 0.241 0.223 -0.024
H -1.91367 -3.48678 1.83415 0.081 -0.113 -0.027
H 5.74704 -1.91629 -1.50662 0.096 -0.161 -0.137
C 2.92733 -0.76383 3.26990 -0.024 -0.092 -0.168
C 2.15784 -1.44029 4.37954 0.140 0.253 0.186
O 1.47122 -0.35120 4.97576 -0.238 -0.144 -0.136
C 1.28301 0.59808 4.01403 0.062 0.074 0.010
O 0.53744 1.51508 4.10482 0.034 -0.011 0.034
O 2.06294 0.33618 2.94247 0.036 -0.115 0.031
F 2.97223 -2.01441 5.30037 -0.063 0.095 -0.015
H 3.88733 -0.38638 3.61517 -0.002 -0.059 0.107
H 3.08871 -1.39901 2.40503 -0.088 0.136 -0.098
H 1.43128 -2.18028 4.04598 -0.009 -0.128 0.049
C -8.59727 4.24165 5.36136 -0.113 0.044 -0.174
C -7.46384 4.88258 4.59358 0.136 -0.243 0.076
O -7.18257 3.91547 3.59913 -0.151 0.269 -0.133
C -8.33528 3.22319 3.35764 0.029 -0.179 0.025
O -8.51280 2.52041 2.42141 0.042 0.004 0.055
O -9.23511 3.46322 4.33685 0.060 0.091 0.053
F -6.36101 5.06321 5.36491 0.002 -0.040 -0.043
H -8.22289 3.58044 6.13997 0.102 -0.004 0.015
H -9.28841 4.95237 5.79461 -0.171 -0.047 -0.080
H -7.71466 5.82926 4.11252 0.095 0.067 0.059
C 3.95837 -1.93667 -4.15602 0.191 -0.099 -0.282
C 3.43868 -2.82250 -3.04774 -0.022 0.223 0.160
O 2.76365 -1.88841 -2.21789 -0.174 -0.061 -0.148
C 2.34255 -0.85439 -3.01059 0.226 -0.029 0.027
O 1.55720 -0.02955 -2.69873 -0.045 -0.123 0.096
O 2.96339 -0.91269 -4.21071 0.025 -0.099 -0.093
F 4.44611 -3.39941 -2.33094 -0.066 0.170 0.032
H 4.91916 -1.48753 -3.89723 -0.012 -0.100 0.106
H 4.04402 -2.44810 -5.11047 -0.154 0.049 -0.032
H 2.74401 -3.59396 -3.37031 0.102 -0.139 0.097
C 0.82997 -4.96866 -7.03491 0.012 0.099 0.005
C 1.36289 -3.93499 -6.07124 -0.023 -0.218 0.189
O 2.53434 -4.55819 -5.56610 0.044 0.260 -0.251
C 2.99633 -5.41148 -6.53911 -0.030 -0.176 -0.026
O 4.07985 -5.88442 -6.54620 -0.028 0.013 0.054
O 2.04270 -5.60526 -7.47114 -0.067 0.101 0.062
F 0.51841 -3.69275 -5.03527 0.078 -0.021 0.013
H 0.19882 -5.69753 -6.52526 0.020 0.038 0.105
H 0.28321 -4.54999 -7.87144 0.233 -0.118 -0.021
H 1.63297 -2.98132 -6.52987 -0.083 0.069 0.071
C -1.77959 -2.06869 -10.73403 -0.050 0.123 0.074
C -2.38672 -3.05795 -11.70695 0.176 0.010 -0.060
O -1.68885 -4.25303 -11.39138 -0.264 -0.043 0.106
C -1.31356 -4.18347 -10.09118 0.082 -0.063 -0.041
O -0.93229 -5.10077 -9.44063 -0.123 0.073 -0.266
O -1.43840 -2.91796 -9.62985 -0.020 0.080 -0.061
F -2.14883 -2.72527 -12.99438 0.067 -0.049 0.029
H -0.87402 -1.62074 -11.14395 -0.004 -0.052 -0.102
H -2.46491 -1.28686 -10.42077 -0.023 -0.097 0.166
H -3.45667 -3.22609 -11.57681 -0.024 0.019 -0.096
C -8.12686 3.30741 10.99304 0.056 0.068 0.125
C -7.54911 2.47184 9.87017 -0.174 -0.082 0.004
O -8.43338 2.76309 8.79972 0.245 0.130 -0.071
C -8.94660 4.00711 9.01017 -0.100 -0.006 0.017
O -9.51220 4.64657 8.18780 -0.048 -0.015 0.166
O -8.70381 4.40593 10.27673 0.044 -0.063 0.050
F -7.58966 1.14745 10.13878 -0.072 0.031 -0.032
H -8.91063 2.76496 11.52262 0.011 -0.098 -0.058
H -7.38260 3.65887 11.70140 -0.013 0.172 -0.083
H -6.53341 2.74213 9.57747 0.039 -0.099 0.011
C 8.13195 -1.91620 -4.96612 -0.093 0.128 0.021
C 8.34567 -3.21455 -4.22064 0.052 -0.066 -0.167
O 9.63277 -3.60485 -4.66388 0.032 0.086 0.247
C 10.32123 -2.47509 -4.99580 0.013 -0.017 -0.107
O 11.49000 -2.41814 -5.16524 -0.042 -0.021 -0.038
O 9.46822 -1.42392 -5.09441 -0.070 -0.028 0.043
F 7.43875 -4.15812 -4.57059 0.034 -0.015 -0.047
H 7.71282 -2.09761 -5.95785 -0.007 -0.126 0.021
H 7.50976 -1.20618 -4.42819 0.204 0.039 -0.024
H 8.35140 -3.11802 -3.13427 -0.092 -0.069 0.011
```
Positions in Å, forces in eV/Å.

Which of these has the highest charge?
C39H55N8S2SbSeSi3TeV

Among the records above, which one has the highest charge?
C39H55N8S2SbSeSi3TeV

charge of number 2 (C39H56ClF7O26P2)?
0